1.
53
Properties=species:S:1:pos:R:3 method="wB97M-V/def2-TZVPD" smiles="CC(C)(C)NC(=O)CN(Cc1cccs1)C(=O)CNS(=O)(=O)c1ccc(F)cc1" homo_energy_ha=-0.32738 total_energy_ha=-2099.9030 e_above_lowest_kcal_mol=7.7
C -4.3944 -1.2290 0.7561
H -4.5860 -1.8029 -0.1458
H -4.9088 -1.7002 1.5890
H -4.7887 -0.2240 0.6231
C -2.8884 -1.1764 1.0295
N -2.2446 -0.4798 -0.0890
C -2.2755 -0.8848 -1.3588
O -2.8162 -1.8885 -1.7835
C -1.6864 0.1209 -2.3761
N -0.4460 0.7912 -2.0616
C 0.7371 0.1688 -1.9131
O 1.7894 0.7754 -1.8036
C 0.7419 -1.3574 -1.8809
N 0.4737 -1.7755 -0.5218
S 1.0567 -0.9045 0.7675
O 0.3643 0.3510 0.8146
O 0.9049 -1.7825 1.8910
C 2.7978 -0.6122 0.4983
C 3.6190 -1.6814 0.1997
C 4.9700 -1.4624 -0.0084
C 5.4516 -0.1677 0.0945
C 4.6348 0.9069 0.4060
C 3.2871 0.6736 0.6110
H 2.5984 1.4692 0.8413
H 5.0555 1.8970 0.4771
F 6.7627 0.0502 -0.1095
H 5.6444 -2.2691 -0.2478
H 3.2063 -2.6767 0.1410
H 0.5482 -2.7675 -0.3627
H -0.0150 -1.7936 -2.5364
H 1.7406 -1.6745 -2.2157
C -0.4080 2.2550 -2.0528
C -0.3002 2.8029 -0.6702
C 0.8098 3.2881 -0.0542
C 0.5754 3.6723 1.2847
C -0.7103 3.4749 1.6662
S -1.6625 2.8213 0.3984
H -1.1645 3.6706 2.6171
H 1.3325 4.0761 1.9334
H 1.7622 3.3591 -0.5479
H 0.4796 2.5649 -2.6142
H -1.3037 2.6273 -2.5535
H -1.6038 -0.4112 -3.3323
H -2.4590 0.8853 -2.4956
H -1.5770 0.2345 0.1706
C -2.3277 -2.5914 1.1861
H -1.2775 -2.5475 1.4618
H -2.4356 -3.1347 0.2517
H -2.8728 -3.1197 1.9639
C -2.6015 -0.3550 2.2837
H -3.0479 -0.8321 3.1519
H -1.5279 -0.2814 2.4411
H -3.0139 0.6471 2.1847

=====

2.
50
Properties=species:S:1:pos:R:3 method="wB97M-V/def2-TZVPD" smiles="CCCCNC(=O)c1onc(CSc2ccc(C(C)C)cc2)c1C(=O)O" homo_energy_ha=-0.28753 total_energy_ha=-1546.4351 e_above_lowest_kcal_mol=435.9
C -8.0959 -1.5534 -0.1118
C -7.0106 -1.3297 0.9423
C -6.7328 0.2513 1.1923
H -7.7750 0.6264 1.4409
C -6.2365 0.7337 -0.1092
N -5.0360 0.2694 -0.2783
C -3.9119 0.8580 0.0469
O -3.7477 2.1374 0.2247
C -2.6818 0.2268 -0.6016
C -1.2414 0.4493 -0.5457
C -0.7490 -0.5388 -0.9566
N -1.7216 -1.5387 -1.2812
O -2.7892 -1.2554 -1.0124
C 0.7602 -0.9739 -1.0871
H 1.2910 -0.2166 -1.6036
H 0.7976 -1.9615 -1.6435
S 1.4280 -1.6643 0.6022
C 3.0549 -1.0423 0.4685
C 4.1943 -1.8075 0.5830
C 5.3864 -1.4863 0.6729
C 5.7197 -0.2414 0.1099
C 4.6301 0.7739 0.1096
C 3.4130 0.4315 0.1109
H 2.5807 1.0982 0.0547
H 4.9868 1.8673 -0.5538
C 7.3009 0.1840 0.0814
C 7.5654 1.0815 1.0925
H 7.3476 1.1090 2.0735
H 8.5368 1.4649 1.1634
H 7.0285 2.1324 0.9474
C 7.5635 0.7131 -1.3855
H 8.5815 0.8047 -1.5455
H 7.0192 1.5306 -1.5872
H 7.2887 -0.3157 -2.0649
H 7.7975 -0.7814 0.3341
H 6.2317 -2.0577 0.7954
H 3.8507 -2.9178 0.7485
C -0.5330 1.7824 -0.0214
O 0.6150 1.8951 -0.5740
O -1.3028 2.8960 0.3444
H -2.0840 2.5349 0.5437
H -5.1017 -0.5145 -0.4481
H -6.1849 1.9097 0.3517
H -6.9731 0.7422 -0.7988
H -6.3339 0.3078 2.0105
H -7.4195 -1.8221 1.8453
H -6.1444 -1.9502 0.7795
H -8.2577 -2.7575 -0.2314
H -7.7057 -1.1474 -1.2555
H -9.1996 -0.9371 0.0269

=====

3.
49
Properties=species:S:1:pos:R:3 method="wB97M-V/def2-TZVPD" smiles="Cn1nc(-c2ccc(OC3CCN(C4CCC4)CC3)nc2)ccc1=O" homo_energy_ha=-0.28464 total_energy_ha=-1107.7659 e_above_lowest_kcal_mol=128.9
O -7.9494 0.4751 3.7821
N -4.6482 1.0971 2.3768
N -0.6535 0.7415 1.4016
O 1.1507 -0.6637 0.8648
C -6.7942 0.2504 3.3872
C -4.1200 -0.0778 2.4699
C -6.0560 -0.9306 3.6585
C -4.8269 -1.0817 3.1188
C -1.9630 0.8568 1.6622
C -0.1628 -0.4514 1.2171
C -0.8687 -1.5726 1.4648
C -2.1729 -1.5286 1.8236
C -2.7443 -0.2182 2.0447
N -5.9631 1.3130 2.8353
N 3.1445 -0.4252 -2.1062
C -6.3195 2.6853 2.9316
C 3.8910 -0.8905 -0.8005
C 1.7447 0.0879 -1.8935
C 5.0820 -0.1380 -4.9359
C 3.5277 -0.1446 0.5462
C 1.7719 1.1526 -0.7819
C 3.6555 0.0391 -4.6063
C 5.2439 -0.8580 -3.5909
C 2.0218 0.4354 0.5626
C 3.6406 -0.9283 -3.3943
H -6.5173 -1.7488 4.1788
H -4.3822 -2.0961 3.1754
H -2.3528 1.8433 1.7158
H -0.3592 -2.5449 1.2543
H -2.6790 -2.4956 1.9917
H -6.7271 2.9443 1.8945
H -7.2296 2.9871 3.4499
H -5.5086 3.2881 3.2414
H 4.9724 -0.8125 -0.9879
H 3.6334 -1.9961 -0.6006
H 1.3522 0.5421 -2.8460
H 1.0387 -0.6884 -1.5526
H 5.5343 0.8873 -4.9837
H 5.1765 -0.7477 -5.8333
H 4.2304 0.6476 0.7500
H 3.6350 -0.8058 1.3682
H 2.6521 1.7878 -1.0712
H 0.8387 1.7615 -0.7318
H 3.4638 1.0657 -4.3408
H 3.0506 -0.3283 -5.3426
H 5.8342 -1.7598 -3.7039
H 5.7057 -0.1617 -2.8922
H 1.8480 1.1468 1.3621
H 3.1581 -1.9408 -3.5339

=====

4.
52
Properties=species:S:1:pos:R:3 method="wB97M-V/def2-TZVPD" homo_energy_ha="-0.45115 / -0.50838" charge=+2 total_energy_ha=-1700.0200 spin_multiplicity=3 s2=2.0271
Pt 0.0491 -0.5622 -1.0553
N -1.7028 2.3075 -3.5405
C -1.9613 3.3902 -2.6955
C -2.5920 4.5342 -3.2766
C -2.8651 5.6060 -2.4617
C -2.6323 5.6138 -1.0760
C -1.9943 4.5285 -0.5524
C -1.5235 3.4893 -1.3562
S -0.5006 2.2996 -0.5477
N -0.6382 1.1469 -1.7313
C -1.1299 1.2043 -2.9586
C -0.8057 0.0004 -3.7484
C -0.9668 -0.1729 -5.1065
C -0.6868 -1.4086 -5.6687
C -0.1644 -2.4322 -4.8687
C 0.0204 -2.1890 -3.4940
N -0.1241 -0.9417 -2.9987
H -2.1310 2.3393 -4.3937
H -2.8495 4.5233 -4.3614
H -3.4473 6.4482 -2.8566
H -3.0300 6.4344 -0.4235
H -1.7971 4.4655 0.5657
H -1.4503 0.6127 -5.7440
H -0.8462 -1.5083 -6.7564
H 0.1319 -3.4035 -5.3005
H 0.3864 -3.0161 -2.8703
O 0.7575 -2.8636 -0.4395
C 0.6692 -2.3302 0.6856
O 0.3424 -1.0605 0.8372
C 1.0341 -2.9879 1.9752
N 0.6419 -2.0662 3.0569
C 0.3764 -2.9193 4.3006
C 0.4611 -4.3850 3.8440
C 0.3788 -4.3125 2.3075
H 2.1076 -3.0488 1.9067
H -0.1169 -1.4508 2.7434
H 1.5674 -1.4459 3.2102
H -0.6525 -2.6654 4.6360
H 1.1227 -2.6479 5.0574
H -0.2924 -5.0778 4.2681
H 1.4420 -4.7659 4.1263
H -0.6183 -4.2271 1.8894
H 1.0086 -5.0455 1.7359
C 2.8538 1.9304 3.1403
C 2.5392 0.7765 4.1414
O 2.7725 -0.6231 3.8560
H 3.7149 2.4639 3.5250
H 2.0220 2.6477 3.2330
H 2.9213 1.6640 2.0714
H 1.4529 0.8289 4.3901
H 3.0070 1.0909 5.0832
H 3.7384 -0.7880 3.6960

=====

5.
52
Properties=species:S:1:pos:R:3 method="wB97M-V/def2-TZVPD" smiles="O=C(/C=C/c1ccc(S(=O)(=O)N2CCOCC2)cc1)NCCCn1ccnc1" homo_energy_ha=-0.32778 total_energy_ha=-1656.5664 e_above_lowest_kcal_mol=86.7
O -3.3939 -1.7740 -1.1570
C -3.1845 -0.9004 -0.3367
N -4.1893 -0.2061 0.2591
H -3.9734 0.5612 0.8743
C -5.5718 -0.4156 -0.0948
C -6.0591 0.6082 -1.1257
H -5.9662 1.6162 -0.7136
H -5.4300 0.5394 -2.0143
C -7.5159 0.3587 -1.5291
N -8.4138 0.5443 -0.4219
C -8.8580 1.7239 0.0748
N -9.6070 1.5661 1.1295
C -9.6585 0.2259 1.3435
C -8.9232 -0.4255 0.3960
H -8.7317 -1.4659 0.2309
H -10.2200 -0.1811 2.1600
H -8.6189 2.6694 -0.3704
H -7.6263 -0.6632 -1.9006
H -7.7958 1.0531 -2.3273
H -5.6341 -1.4208 -0.5202
H -6.1828 -0.3647 0.8108
C -1.8299 -0.5158 0.1178
C -0.7598 -1.1439 -0.3799
C 0.6359 -0.9154 -0.0542
C 1.0568 0.1041 0.8051
C 2.3986 0.2753 1.0883
C 3.3298 -0.5701 0.5155
C 2.9423 -1.5856 -0.3383
C 1.6016 -1.7555 -0.6218
H 1.2861 -2.5475 -1.2847
H 3.6983 -2.2293 -0.7580
S 5.0728 -0.3578 0.8519
O 5.6637 -1.6357 1.1165
O 5.2252 0.6834 1.8316
N 5.5838 0.1281 -0.6750
C 5.3880 1.5396 -0.9422
H 4.4502 1.8415 -0.4752
C 6.5516 2.3717 -0.3921
H 6.4742 3.4104 -0.7178
O 7.7879 1.8978 -0.8807
C 7.9938 0.5492 -0.5195
H 8.9705 0.2725 -0.9197
C 6.8910 -0.3434 -1.0925
H 6.9966 -1.3653 -0.7307
H 6.9200 -0.3269 -2.1867
H 7.9989 0.4483 0.5764
H 6.5337 2.3221 0.7053
H 5.3135 1.6670 -2.0272
H 2.7430 1.0492 1.7566
H 0.3330 0.7665 1.2528
H -0.9562 -1.9238 -1.1065
H -1.7599 0.2697 0.8554

=====

6.
53
Properties=species:S:1:pos:R:3 method="wB97M-V/def2-TZVPD" smiles="CCCC[C@H](Sc1nc(N)c(NC(=O)c2ccc(OCC)cc2)c(=O)[nH]1)C(=O)O" homo_energy_ha=-0.28093 total_energy_ha=-1731.9190 e_above_lowest_kcal_mol=0.0
C -8.5649 -1.2026 -1.7235
C -7.4153 -0.2811 -1.3340
C -7.2131 -0.2576 0.1794
C -6.1716 0.7591 0.6444
C -4.7566 0.4496 0.1588
C -3.8158 1.5333 0.6624
O -3.5516 2.5261 0.0312
O -3.5723 1.4227 1.9786
H -3.0565 2.1843 2.2827
H -4.7039 0.4355 -0.9308
S -4.2286 -1.1998 0.7529
C -2.5223 -0.9622 0.5184
N -2.1477 0.1963 0.0966
C -0.8260 0.4887 -0.0856
N -0.5761 1.6947 -0.6060
H -1.3548 2.3321 -0.6650
H 0.3885 2.0376 -0.5326
C 0.1287 -0.4752 0.2266
C -0.2780 -1.7817 0.6575
O 0.4863 -2.7052 0.9034
N -1.6621 -1.9626 0.7834
H -1.9851 -2.8679 1.1014
N 1.5267 -0.3803 0.1334
C 2.3753 0.6595 -0.0113
O 2.0247 1.8359 -0.0922
C 3.8103 0.2855 -0.0455
C 4.2790 -0.9808 -0.4011
C 5.6298 -1.2417 -0.4177
C 6.5576 -0.2517 -0.0769
C 6.0954 1.0170 0.2649
C 4.7387 1.2731 0.2703
H 4.3730 2.2559 0.5272
H 6.7807 1.8082 0.5247
O 7.8574 -0.6245 -0.1181
C 8.8598 0.3209 0.2060
C 10.2062 -0.3741 0.0803
H 10.2512 -1.2210 0.7594
H 10.3430 -0.7369 -0.9346
H 11.0050 0.3211 0.3222
H 8.7150 0.6856 1.2323
H 8.8074 1.1755 -0.4825
H 6.0039 -2.2142 -0.6961
H 3.5979 -1.7661 -0.6944
H 1.9282 -1.2953 0.3291
H -6.1604 0.7883 1.7363
H -6.4376 1.7542 0.2783
H -8.1633 -0.0089 0.6571
H -6.9188 -1.2523 0.5226
H -7.6246 0.7312 -1.6868
H -6.5049 -0.6266 -1.8258
H -8.6935 -1.2181 -2.8030
H -9.4955 -0.8659 -1.2721
H -8.3687 -2.2178 -1.3861

=====

7.
51
Properties=species:S:1:pos:R:3 method="wB97M-V/def2-TZVPD" homo_energy_ha=-0.18259 total_energy_ha=-6277.7045 e_above_lowest_kcal_mol=30.4
Pt -0.1406 0.0672 -0.2477
C -1.2861 3.9522 1.3055
C -1.0129 2.6861 0.5592
N -0.2582 1.7171 0.9816
N 0.3661 1.9985 2.1815
C 1.3667 1.2499 2.5847
N 2.0452 1.7657 3.6434
S 2.0325 -0.2351 1.9020
C -1.6339 2.5373 -0.7898
C -2.3799 3.5618 -1.3658
C -2.9395 3.3619 -2.6169
C -2.7589 2.1458 -3.2543
C -1.9985 1.1770 -2.6260
N -1.4372 1.3680 -1.4343
H -0.9009 3.8896 2.3148
H -2.3606 4.1395 1.3347
H -0.8135 4.8000 0.8028
H 1.6574 2.5816 4.0885
H 2.5721 1.1252 4.2115
H -2.5200 4.4967 -0.8468
H -3.5182 4.1482 -3.0829
H -3.1948 1.9453 -4.2227
H -1.8378 0.2034 -3.0738
C 4.0024 -0.4408 -1.8960
Se 2.4194 0.6713 -1.6887
C 1.4587 0.0598 -3.2597
C 0.9536 -1.3759 -3.2152
Se -0.1404 -1.8987 -1.6613
C 1.1487 -3.1175 -0.8872
H 4.5630 -0.1733 -2.7894
H 3.7345 -1.4948 -1.9193
H 4.6149 -0.2613 -1.0150
H 2.0796 0.1951 -4.1467
H 0.6200 0.7507 -3.3440
H 1.7729 -2.0932 -3.2461
H 0.3302 -1.5684 -4.0904
H 1.4199 -3.8423 -1.6524
H 0.6507 -3.6025 -0.0510
H 1.9852 -2.5405 -0.5067
C 0.7023 -1.0354 1.1930
C -0.1067 -1.9069 1.9966
C 0.2690 -2.3486 3.2945
C -0.4884 -3.2466 4.0179
C -1.6805 -3.7664 3.5199
C -2.0836 -3.3472 2.2598
C -1.3288 -2.4519 1.5204
H 1.1932 -1.9839 3.7241
H -0.1424 -3.5475 5.0010
H -2.2734 -4.4633 4.0966
H -3.0115 -3.7191 1.8388
H -1.7107 -2.1337 0.5572

=====

8.
45
Properties=species:S:1:pos:R:3 method="wB97M-V/def2-TZVPD" homo_energy_ha=-0.39943 charge=+1 total_energy_ha=-868.1041 e_above_lowest_kcal_mol=38.7
C -2.2401 -3.7613 -4.3578
O -0.9036 -3.7131 -3.8126
C -0.4614 -2.5920 -3.1897
C 0.8740 -2.6247 -2.7057
C 1.3927 -1.5505 -2.0325
C 0.6130 -0.3835 -1.7508
C 1.2394 0.6668 -1.0228
C 0.8903 2.0440 -0.8982
C 1.8226 2.8852 -0.2140
C 1.5349 4.2098 0.0655
C 0.2990 4.7619 -0.3092
C -0.6134 3.9710 -1.0183
C -0.2982 2.6641 -1.3796
C -0.7335 -0.3907 -2.2041
C -1.2438 -1.4339 -2.9602
H -2.2927 -4.7578 -4.7883
H -3.0039 -3.6474 -3.5759
H -2.3843 -3.0042 -5.1406
H 1.4621 -3.5186 -2.8985
H 2.4387 -1.5586 -1.7215
H 2.2213 0.4079 -0.6114
H 2.7921 2.4564 0.0522
H 2.2798 4.8273 0.5659
H 0.0610 5.7969 -0.0616
H -1.5729 4.3922 -1.3210
H -0.9530 2.1416 -2.0696
H -1.3989 0.4329 -1.9696
H -2.2548 -1.3767 -3.3716
C 0.0556 -0.7950 4.5708
C -0.4281 -1.7732 3.4981
C 0.1292 -1.4400 2.1138
N 0.0043 -0.0449 1.7716
C 0.3703 0.9536 2.7467
C -0.1852 0.6543 4.1395
H -0.4789 -0.9887 5.5044
H 1.1248 -0.9513 4.7535
H -0.1459 -2.7996 3.7544
H -1.5214 -1.7215 3.4508
H 1.1843 -1.7801 2.0655
H -0.4145 -2.0029 1.3389
H 0.2862 0.1728 0.8250
H 1.4719 1.0721 2.8166
H -0.0152 1.9171 2.3753
H -1.2659 0.8312 4.1203
H 0.2620 1.3507 4.8562

=====

9.
52
Properties=species:S:1:pos:R:3 method="wB97M-V/def2-TZVPD" homo_energy_ha=-0.27613 total_energy_ha=-2617.5492 e_above_lowest_kcal_mol=21.4
Pb -0.8145 -1.1879 -1.5214
S -3.4335 -1.7112 -1.2175
C -3.4794 -0.2082 -1.9853
N -2.4405 0.5919 -1.9212
C -2.6131 1.7417 -2.6353
C -1.6942 2.7789 -2.7452
C -2.0036 3.8476 -3.5604
C -3.2077 3.8932 -4.2540
C -4.1548 2.8952 -4.1154
C -3.8495 1.8195 -3.3021
S -4.8095 0.4018 -2.9467
H -0.7689 2.7185 -2.1958
H -1.2962 4.6518 -3.6855
H -3.4091 4.7247 -4.9107
H -5.0938 2.9380 -4.6439
C -1.0285 -0.7088 6.9602
C -0.7255 -0.6686 5.4914
C 0.4072 -0.0351 5.0061
C 0.7428 -0.0675 3.6603
C 1.9918 0.6310 3.2153
C -0.0780 -0.7527 2.7608
Te 0.6937 -1.0707 0.7639
C -1.2573 -1.3321 3.2184
C -2.2221 -2.0494 2.3268
C -1.5608 -1.2806 4.5731
H -0.2502 -0.2038 7.5262
H -1.0803 -1.7396 7.3093
H -1.9882 -0.2388 7.1712
H 1.0509 0.4835 5.7040
H 2.4168 1.2101 4.0289
H 1.7666 1.3067 2.3913
H 2.7321 -0.0914 2.8727
H -2.1924 -1.6620 1.3138
H -3.2351 -1.9339 2.7067
H -1.9835 -3.1135 2.2978
H -2.4657 -1.7610 4.9203
C 3.8572 -0.7546 -4.8873
O 3.8059 -0.9705 -3.4929
P 2.3634 -1.3599 -2.7888
O 1.7524 0.0956 -2.4077
C 2.5002 1.0495 -1.6580
O 2.9984 -1.7057 -1.3336
C 3.4980 -2.9955 -1.0370
H 4.9090 -0.7330 -5.1651
H 3.3884 0.1925 -5.1595
H 3.3571 -1.5580 -5.4273
H 2.1749 2.0389 -1.9750
H 3.5684 0.9278 -1.8295
H 2.2914 0.9176 -0.5936
H 3.6708 -3.0065 0.0386
H 4.4270 -3.1876 -1.5734
H 2.7691 -3.7656 -1.2901